a) The following is a quantum chemistry calculation of C3H4O3 in the gas phase, from OMol25.

frontier orbital gap	8.931	eV
lowest unoccupied orbital energy	0.51	eV
spin multiplicity	1
net charge	0

Last column: natural (NBO) charge in e.
Atoms and positions in Å:
C (0.21840, -0.37193, 0.23848)  0.137
C (-0.82054, -0.40216, -0.62252)  0.433
C (1.20634, 0.80324, 0.72055)  -0.669
O (0.18374, -1.72766, 0.52759)  -0.212
O (-0.91714, -1.85052, -0.34643)  -0.247
O (-1.50560, 0.23274, -1.51873)  -0.665
H (0.64854, 1.52833, 1.39924)  0.230
H (1.86913, 0.31460, 1.42206)  0.236
H (1.59568, 1.32877, -0.27598)  0.245
H (-2.47854, 0.14459, -1.54425)  0.512


b) The following is a quantum chemistry calculation of 2 unconnected molecules or ions with the total composition C3H4O3, from OMol25.

frontier orbital gap	10.413	eV
lowest unoccupied orbital energy	0.62	eV
spin multiplicity	1
net charge	0

Last column: natural (NBO) charge in e.
Atoms and positions in Å:
O (2.18381, -0.85755, -0.30232)  -0.586
C (1.06393, -0.42604, -0.21832)  0.613
C (0.53812, 0.91451, -0.05943)  0.000
O (-0.79036, 0.98281, -0.25846)  -0.476
C (-1.20918, -0.38375, -0.06086)  0.207
O (-0.12529, -1.18720, -0.41123)  -0.512
H (1.05281, 1.87502, -0.14858)  0.253
H (0.81074, 0.11676, 1.12694)  0.154
H (-2.08246, -0.58207, -0.68480)  0.194
H (-1.44212, -0.45250, 1.01707)  0.153


c) The following is a quantum chemistry calculation of C3H4O3 in the gas phase, from OMol25.

frontier orbital gap	9.633	eV
lowest unoccupied orbital energy	0.29	eV
spin multiplicity	1
net charge	0

Last column: natural (NBO) charge in e.
Atoms and positions in Å:
C (-0.70838, 0.03150, -0.01145)  0.666
C (1.59027, -0.48748, 0.20198)  0.385
C (0.55561, 0.45799, -0.21537)  -0.517
O (-1.76072, 0.91262, -0.01906)  -0.686
O (-1.08205, -1.28182, -0.03693)  -0.652
O (2.74428, -0.15648, 0.44275)  -0.549
H (-2.04729, -1.26769, 0.10089)  0.500
H (-1.41804, 1.82282, -0.05200)  0.505
H (1.28380, -1.52744, -0.07070)  0.121
H (0.84250, 1.49599, -0.34011)  0.226


d) The following is a quantum chemistry calculation of C3H4O3 in the gas phase, from OMol25.

frontier orbital gap	10.338	eV
lowest unoccupied orbital energy	0.64	eV
spin multiplicity	1
net charge	0

Last column: natural (NBO) charge in e.
Atoms and positions in Å:
O (0.26363, 1.22464, 0.21534)  -0.505
C (1.17511, 0.25984, -0.14097)  0.132
C (0.90335, -1.03106, 0.00723)  -0.502
O (-1.40536, 0.11093, -0.77469)  -0.691
C (-0.94281, 0.61328, 0.39487)  0.967
O (-1.50724, 0.55600, 1.44296)  -0.538
H (2.09719, 0.69306, -0.49890)  0.203
H (1.53431, -1.79421, -0.41490)  0.225
H (0.04386, -1.35872, 0.58964)  0.213
H (-2.16204, 0.72625, -0.82058)  0.497


Which of them is most stable, and which least? Most stable: c); least stable: a).


a) The following is a quantum chemistry calculation of C3H10N4S in the gas phase, from OMol25.

frontier orbital gap	9.169	eV
lowest unoccupied orbital energy	0.68	eV
spin multiplicity	1
net charge	0

Last column: natural (NBO) charge in e.
Atoms and positions in Å:
C (3.03258, -0.26703, -0.16148)  -0.453
C (-0.49671, 0.94905, -0.04206)  0.557
C (-2.62879, -0.18969, 0.35760)  -0.431
H (2.73853, -0.84558, -1.19200)  0.205
H (3.75302, 0.68596, -0.36604)  0.200
H (3.70824, -0.89161, 0.55341)  0.205
H (1.46372, -0.44824, 1.21488)  0.362
H (1.02742, 2.12024, -0.08502)  0.388
H (-2.26095, 1.69911, -0.70445)  0.360
H (-2.87117, 0.43164, 1.08188)  0.191
H (-2.92665, 0.29227, -0.71204)  0.205
H (-3.11910, -0.99666, 0.99023)  0.242
H (-0.61765, -1.06027, -1.55234)  0.091
N (1.91398, 0.38476, 0.72452)  -0.472
N (1.02627, 1.10191, -0.14195)  -0.503
N (-1.20528, 1.90861, -0.46571)  -0.736
N (-0.93100, -0.28003, 0.53001)  -0.627
S (-0.37285, -1.60922, -0.29256)  0.215


b) The following is a quantum chemistry calculation of C3H10N4S in the gas phase, from OMol25.

frontier orbital gap	8.185	eV
lowest unoccupied orbital energy	0.33	eV
spin multiplicity	1
net charge	0

Last column: natural (NBO) charge in e.
Atoms and positions in Å:
C (0.54373, 0.34967, -1.31548)  -0.394
C (-0.25237, 1.51151, -0.57192)  -0.285
C (1.16295, -0.88424, -0.60118)  -0.238
N (-1.56338, 1.02753, -0.14438)  -0.205
N (0.19582, -1.74564, 0.02475)  -0.461
N (-1.73781, 1.09292, 1.10901)  -0.308
N (0.06142, -1.30478, 1.33339)  -0.674
S (-3.33143, 0.65185, 1.60450)  0.199
H (-0.21950, 0.14106, -1.98203)  0.199
H (1.42758, 0.94906, -1.84352)  0.197
H (0.43546, 1.98842, 0.25907)  0.193
H (-0.27840, 2.25616, -1.45788)  0.227
H (1.67190, -1.30069, -1.38108)  0.194
H (1.93138, -0.62666, 0.03191)  0.206
H (-0.66814, -1.90588, -0.49184)  0.340
H (-0.14884, -0.31984, 1.55441)  0.339
H (-0.68835, -1.88857, 1.64829)  0.348
H (-2.91426, 0.86211, 2.87206)  0.122


Which of them is most stable, and which least? Most stable: b); least stable: a).


a) The following is a quantum chemistry calculation of C3H6N2OS in the gas phase, from OMol25.

frontier orbital gap	9.745	eV
lowest unoccupied orbital energy	0.96	eV
spin multiplicity	1
net charge	0

Last column: natural (NBO) charge in e.
Atoms and positions in Å:
C (0.35706, 0.48857, 0.38413)  0.231
C (-0.54568, -0.65033, -1.59956)  -0.242
C (-0.56190, -1.58881, -0.49003)  -0.241
H (1.70541, 1.83182, 1.76437)  0.496
H (-0.98085, 1.55862, 1.38072)  0.403
H (-1.43944, -0.50054, -2.20660)  0.207
H (0.39834, -0.40996, -2.07571)  0.227
H (0.42382, -2.00374, -0.18935)  0.222
H (-1.42079, -2.15334, -0.22325)  0.208
N (-0.00734, 1.31729, 1.31730)  -0.231
N (-0.72164, -0.16919, -0.25691)  -0.470
O (0.82814, 1.98592, 2.11691)  -0.518
S (1.96488, 0.29369, 0.07797)  -0.293


b) The following is a quantum chemistry calculation of C3H6N2OS in the gas phase, from OMol25.

frontier orbital gap	9.761	eV
lowest unoccupied orbital energy	0.26	eV
spin multiplicity	1
net charge	0

Last column: natural (NBO) charge in e.
Atoms and positions in Å:
C (-0.12107, -0.97179, -0.04604)  -0.210
C (1.38933, -0.50379, 0.14195)  -0.236
C (-0.11189, 1.25676, 0.01084)  0.753
H (-3.40293, 0.16713, -1.07174)  0.142
H (-0.23939, -1.56866, 0.97427)  0.193
H (-0.40602, -1.86362, -0.96452)  0.192
H (1.80994, -1.20990, -0.51767)  0.203
H (1.71087, -0.63235, 1.15393)  0.180
H (2.04650, 1.50849, 0.50485)  0.404
N (-0.92393, 0.18595, -0.19902)  -0.575
N (1.29435, 0.90658, -0.17504)  -0.631
O (-0.33905, 2.46189, 0.02038)  -0.600
S (-2.70671, 0.26331, 0.16779)  0.183


c) The following is a quantum chemistry calculation of C3H6N2OS in the gas phase, from OMol25.

frontier orbital gap	9.064	eV
lowest unoccupied orbital energy	0.51	eV
spin multiplicity	1
net charge	0

Last column: natural (NBO) charge in e.
Atoms and positions in Å:
C (-1.51522, -0.88824, 0.47697)  -0.651
C (-0.87685, -0.06628, -0.62461)  -0.008
C (1.41268, 0.28148, -0.12233)  0.677
H (-1.59888, -1.94589, 0.25014)  0.227
H (-1.03483, -0.69411, 1.43958)  0.230
H (-2.52849, -0.60371, 0.64086)  0.219
H (-1.34665, -0.15443, -1.61352)  0.213
H (1.44425, 2.17601, 0.61606)  0.424
H (2.87834, -0.81289, -0.41782)  0.360
N (0.79068, 1.37440, 0.45600)  -0.781
N (2.62055, 0.08018, -0.04342)  -0.732
O (0.47699, -0.52488, -0.73942)  -0.514
S (-0.72256, 1.77835, -0.31849)  0.337


d) The following is a quantum chemistry calculation of C3H6N2OS in the gas phase, from OMol25.

frontier orbital gap	9.745	eV
lowest unoccupied orbital energy	0.79	eV
spin multiplicity	1
net charge	0

Last column: natural (NBO) charge in e.
Atoms and positions in Å:
C (-1.80390, 0.30572, 0.10598)  0.173
C (0.42100, 1.13958, 0.21086)  0.088
C (0.13496, -1.28073, -0.05114)  -0.417
N (-1.70784, 1.63981, -0.22508)  -0.327
N (-0.36397, -0.01942, 0.45453)  -0.463
O (-0.46230, 2.26425, 0.03010)  -0.342
S (-3.05022, -0.66868, 0.06644)  -0.078
H (1.24192, 1.16993, 1.10853)  0.164
H (1.16784, 1.20050, -0.59217)  0.165
H (0.37838, -1.40496, -1.12366)  0.193
H (1.19090, -1.33254, 0.44806)  0.194
H (-0.55792, -2.03290, 0.34336)  0.238
H (-2.56282, 2.18620, -0.10006)  0.411


Which of them is most stable, and which least? Most stable: c); least stable: d).


a) The following is a quantum chemistry calculation of C3H6N2OS in the gas phase, from OMol25.

frontier orbital gap	9.668	eV
lowest unoccupied orbital energy	0.27	eV
spin multiplicity	1
net charge	0

Last column: natural (NBO) charge in e.
Atoms and positions in Å:
C (1.87744, 1.32299, -2.04805)  -0.423
C (0.94874, 1.05789, 0.05628)  0.236
C (-0.80151, -1.42151, 0.52055)  0.056
H (2.90114, 1.07183, -2.22812)  0.204
H (1.79047, 2.39766, -1.82652)  0.165
H (1.30606, 1.11510, -2.97419)  0.204
H (0.94027, 2.14966, 0.20581)  0.158
H (-0.38615, 0.74382, 1.54817)  0.382
H (-0.74130, -2.48706, 0.36246)  0.201
N (1.38241, 0.47975, -0.97790)  -0.448
N (0.52813, 0.37781, 1.20554)  -0.319
O (0.37617, -1.00098, 0.97831)  -0.317
S (-2.14635, -0.54640, 0.26999)  -0.099


b) The following is a quantum chemistry calculation of C3H6N2OS in the gas phase, from OMol25.

frontier orbital gap	9.045	eV
lowest unoccupied orbital energy	0.48	eV
spin multiplicity	1
net charge	0

Last column: natural (NBO) charge in e.
Atoms and positions in Å:
C (0.50762, 1.32020, 0.09630)  -0.395
C (-1.73901, 0.21219, -0.20916)  -0.068
C (0.02988, -1.11737, 0.67088)  0.205
H (0.88167, 1.49563, -0.89167)  0.232
H (0.02030, 2.19818, 0.60158)  0.211
H (1.12573, 0.92848, 0.88070)  0.221
H (-1.84139, 1.28716, -0.65434)  0.181
H (-0.65870, -1.46421, 1.66588)  0.250
H (2.26925, -1.57361, -1.34176)  0.487
N (-0.43721, 0.10269, 0.01202)  -0.445
N (1.15041, -1.57223, 0.37753)  -0.147
O (1.63792, -0.94680, -0.94276)  -0.624
S (-2.94646, -0.87032, -0.26521)  -0.108


Which of them is most stable, and which least? Most stable: a); least stable: b).